[1]
Formula: C20H23PSe2Ti
Source: the Open Molecules 2025 dataset
Level of theory: ωB97M-V with the def2-TZVPD basis set

The geometry in XYZ format:
```
47
Properties=species:S:1:pos:R:3:mulliken_charge:R:1
C 0.889 -1.300 -3.248 0.383
C 0.339 1.700 -2.797 -0.442
C -0.567 -1.323 -3.290 -0.624
H 1.325 -2.289 -3.496 0.496
C -1.021 1.626 -2.633 -0.415
H 0.949 2.312 -2.109 0.480
H -1.034 -2.258 -2.920 0.444
H -1.516 2.185 -1.830 0.497
C -1.416 -0.466 -4.148 -1.047
H -2.320 -1.056 -4.382 0.368
H -0.929 -0.281 -5.120 0.305
C 1.694 -0.206 -3.980 -0.835
H 1.875 -0.536 -5.017 0.287
H 2.685 -0.121 -3.515 0.451
C 1.049 1.199 -4.029 -0.749
H 0.392 1.260 -4.899 0.329
H 1.873 1.906 -4.225 0.409
C -1.931 0.893 -3.574 -0.657
H -2.137 1.539 -4.440 0.304
H -2.899 0.715 -3.086 0.391
Ti 0.109 -0.363 -1.142 0.142
H 1.287 -1.215 -1.942 -0.039
Se 2.002 -0.462 0.104 -0.581
P 0.119 -0.274 1.372 0.846
Se -1.831 -0.382 0.148 -0.502
C 0.012 -1.652 2.548 0.874
C -0.245 -2.937 2.049 -0.619
C -0.453 -3.997 2.929 -0.589
C -0.399 -3.783 4.315 -0.480
C -0.115 -2.505 4.811 -0.584
C 0.106 -1.439 3.937 -0.389
C 0.237 1.279 2.288 0.445
C -0.874 1.668 3.064 -0.265
C -0.795 2.827 3.839 -0.613
C 0.368 3.603 3.834 -0.452
C 1.457 3.229 3.028 -0.611
C 1.383 2.074 2.250 -0.341
H -0.298 -3.097 0.968 0.184
H -0.662 -4.993 2.543 0.383
H -0.574 -4.610 4.999 0.365
H -0.070 -2.336 5.887 0.372
H 0.346 -0.446 4.327 0.359
H -1.786 1.069 3.054 0.370
H -1.646 3.124 4.456 0.374
H 0.436 4.499 4.447 0.378
H 2.358 3.839 3.010 0.385
H 2.228 1.781 1.614 0.210
```

Values from the calculation:
charge = 0
Kohn-Sham gap (spin up / spin down) = 5.73 / 6.83 eV
highest occupied orbital energy (spin up / spin down) = -5.53 / -6.78 eV
multiplicity = 3
<S²> = 2.021

[2]
Formula: C20H24AsFN2OP2S4W
Source: the Open Molecules 2025 dataset
Level of theory: ωB97M-V with the def2-TZVPD basis set

The geometry in XYZ format:
```
56
Properties=species:S:1:pos:R:3:mulliken_charge:R:1
W 0.614 -0.404 -0.589 1.938
S 2.841 -1.185 -1.455 -0.433
As 2.405 -1.789 0.555 0.444
S 2.023 0.069 1.523 -0.358
S -0.660 -2.038 -1.100 -0.400
S 2.678 -3.593 1.478 -0.391
N -2.657 -0.453 0.857 0.261
P -1.605 0.687 0.145 0.431
C -1.631 2.078 1.314 0.500
C -0.473 2.522 1.935 0.024
C -0.540 3.508 2.912 -0.735
C -1.761 4.054 3.268 -0.464
C -2.928 3.618 2.648 -0.788
C -2.863 2.635 1.677 -0.690
C -2.634 1.238 -1.246 0.581
C -2.759 2.589 -1.558 -0.807
C -3.491 2.988 -2.668 -0.743
C -4.097 2.038 -3.477 -0.411
C -3.970 0.688 -3.174 -0.718
C -3.241 0.287 -2.066 -0.447
C -2.187 -1.254 1.897 0.447
C -3.064 -1.940 2.738 -1.030
C -2.521 -2.673 3.775 -0.297
C -1.144 -2.692 3.954 -1.076
C -0.362 -1.984 3.059 -0.150
N -0.873 -1.297 2.040 0.344
H -3.637 -0.221 0.925 0.356
H 0.478 2.105 1.637 -0.011
H 0.369 3.847 3.391 0.438
H -1.810 4.823 4.029 0.390
H -3.883 4.045 2.924 0.410
H -3.776 2.302 1.196 0.362
H -2.289 3.336 -0.929 0.462
H -3.588 4.041 -2.898 0.396
H -4.671 2.348 -4.341 0.402
H -4.439 -0.056 -3.804 0.437
H -3.129 -0.766 -1.841 0.411
H -4.133 -1.885 2.576 0.408
H -3.172 -3.219 4.445 0.405
H -0.679 -3.244 4.758 0.414
H 0.718 -1.965 3.145 0.347
C 1.473 1.072 -4.974 -1.275
P 1.244 1.486 -3.241 1.407
C 2.856 1.998 -2.646 -1.221
C 0.180 2.927 -3.241 -1.098
O 0.624 0.257 -2.594 -0.909
H 1.891 1.917 -5.522 0.389
H 0.510 0.798 -5.403 0.362
H 2.147 0.219 -5.050 0.337
H 2.795 2.249 -1.590 0.236
H 3.175 2.869 -3.224 0.440
H 3.573 1.193 -2.790 0.376
H 0.628 3.708 -3.856 0.503
H 0.050 3.285 -2.221 0.227
H -0.789 2.651 -3.657 0.197
F 0.893 1.656 -0.575 -0.630
```

Values from the calculation:
charge = 0
Kohn-Sham gap (spin up / spin down) = 7.04 / 7.04 eV
highest occupied orbital energy (spin up / spin down) = -7.39 / -7.39 eV
relative energy (zero: lowest compared OMol25 entry of this formula, charge and spin) = 18.9 kcal per mole

[3]
Formula: C20H24AuN3O2S
Source: the Open Molecules 2025 dataset
Level of theory: ωB97M-V with the def2-TZVPD basis set

The geometry in XYZ format:
```
51
Properties=species:S:1:pos:R:3:mulliken_charge:R:1
Au 0.662 0.078 0.446 0.886
N -3.442 0.830 -1.135 -0.347
C -2.129 0.607 -1.024 0.652
S -1.231 1.592 0.066 -0.394
N -1.670 -0.331 -1.897 -1.195
N -0.444 -0.681 -1.651 0.777
C 0.125 -1.579 -2.415 -0.677
C 1.522 -1.778 -2.417 0.932
C 2.023 -2.886 -3.156 -0.879
C 3.356 -3.140 -3.231 -0.517
C 4.268 -2.273 -2.568 -0.413
C 3.834 -1.203 -1.846 -0.391
C 2.447 -0.904 -1.744 0.605
O 2.103 0.165 -1.100 -1.010
H -3.889 1.521 -0.561 0.217
H -3.964 0.335 -1.839 0.254
H -0.507 -2.193 -3.059 0.339
H 1.313 -3.531 -3.662 0.353
H 3.719 -3.990 -3.792 0.427
H 5.332 -2.468 -2.635 0.384
H 4.524 -0.541 -1.337 0.439
C 2.248 -2.953 1.157 -1.143
C 0.739 -2.976 1.420 1.875
C 0.165 -4.355 1.090 -1.903
C 0.426 -2.509 2.833 -0.114
C 0.576 -3.426 3.879 -0.583
C 0.317 -3.090 5.192 -1.370
C -0.112 -1.798 5.464 -0.801
C -0.263 -0.850 4.462 0.661
C -0.715 0.552 4.836 0.343
C -2.049 0.963 4.205 -1.299
C 0.369 1.606 4.579 -1.320
C 0.022 -1.205 3.133 0.921
O -0.189 -0.203 2.232 -0.431
H 2.485 -3.330 0.158 0.250
H 2.760 -3.583 1.890 0.453
H 2.661 -1.942 1.252 0.240
H 0.253 -2.290 0.717 -0.645
H 0.721 -5.149 1.596 0.368
H 0.236 -4.548 0.015 0.452
H -0.882 -4.434 1.390 0.413
H 0.895 -4.437 3.647 0.240
H 0.430 -3.819 5.986 0.374
H -0.335 -1.507 6.486 0.343
H -0.882 0.517 5.916 0.509
H -1.952 1.089 3.126 0.062
H -2.390 1.908 4.639 0.437
H -2.819 0.209 4.393 0.340
H 0.574 1.686 3.511 0.121
H 1.299 1.344 5.088 0.340
H 0.047 2.589 4.942 0.426
```

Values from the calculation:
charge = 0
Kohn-Sham gap (spin up / spin down) = 7.12 / 4.87 eV
highest occupied orbital energy (spin up / spin down) = -7.51 / -7.47 eV
multiplicity = 3
relative energy (zero: lowest compared OMol25 entry of this formula, charge and spin) = 21.2 kcal per mole
<S²> = 2.036

[4]
Formula: C20H24B2MgNO25
Source: the Open Molecules 2025 dataset
Level of theory: ωB97M-V with the def2-TZVPD basis set

The geometry in XYZ format:
```
73
Properties=species:S:1:pos:R:3:mulliken_charge:R:1
Mg -25.628 -2.326 -21.416 0.987
O -32.072 -0.490 -26.869 -0.584
C -31.308 -1.174 -26.272 0.576
O -30.086 -0.858 -25.879 -0.504
B -29.448 -2.049 -25.285 1.218
O -30.439 -3.111 -25.336 -0.510
C -31.566 -2.647 -25.870 0.614
O -32.576 -3.247 -26.022 -0.584
O -28.969 -1.712 -23.918 -0.643
C -27.711 -1.976 -23.804 0.770
O -27.063 -1.862 -22.791 -0.521
C -27.177 -2.400 -25.198 0.352
O -28.219 -2.433 -26.008 -0.625
O -26.069 -2.749 -25.451 -0.582
O -30.833 2.075 -17.583 -0.577
C -30.679 0.991 -18.036 0.601
O -29.612 0.208 -17.858 -0.548
B -29.809 -1.054 -18.559 0.918
O -31.185 -1.046 -19.041 -0.498
C -31.721 0.153 -18.823 0.560
O -32.802 0.517 -19.139 -0.561
O -28.798 -1.200 -19.653 -0.368
C -28.034 -2.205 -19.409 0.256
O -27.095 -2.576 -20.071 0.931
C -28.563 -2.932 -18.151 0.038
O -29.561 -2.232 -17.689 -0.568
O -28.128 -3.958 -17.715 -0.557
N -23.722 -1.624 -23.818 0.706
O -24.171 -2.197 -22.763 -0.451
O -22.960 -2.247 -24.540 -0.682
O -24.144 -0.497 -24.099 -0.583
O -24.377 -2.809 -19.937 0.365
C -23.460 -2.791 -19.157 0.842
O -23.620 -3.045 -17.873 -0.413
C -24.937 -3.390 -17.401 0.957
C -24.857 -4.483 -16.362 -1.645
C -22.049 -2.456 -19.540 -1.403
H -25.558 -3.749 -18.225 -0.525
H -25.416 -2.490 -17.013 0.235
H -25.867 -4.686 -16.006 0.364
H -24.304 -4.141 -15.482 0.368
H -24.368 -5.365 -16.769 0.415
H -21.662 -1.616 -18.965 0.377
H -22.053 -2.113 -20.575 0.272
H -21.425 -3.342 -19.443 0.327
O -25.424 -0.433 -20.899 -0.363
C -25.642 0.585 -20.270 0.947
O -25.529 1.775 -20.808 -0.391
C -25.085 1.823 -22.176 -0.248
C -26.229 1.632 -23.141 -0.647
C -25.988 0.623 -18.812 -0.766
H -24.299 1.092 -22.378 0.177
H -24.618 2.793 -22.340 0.346
H -26.758 0.698 -22.966 -0.221
H -25.873 1.623 -24.169 0.364
H -26.940 2.457 -23.041 0.385
H -25.773 1.580 -18.347 0.427
H -25.399 -0.143 -18.303 0.038
H -27.043 0.398 -18.645 0.009
O -25.692 -4.341 -21.746 -0.612
C -25.939 -5.403 -22.266 0.808
O -25.804 -6.563 -21.652 -0.381
C -25.389 -6.570 -20.280 -0.385
C -26.453 -6.072 -19.341 -0.160
C -26.349 -5.549 -23.690 -0.939
H -24.459 -6.000 -20.186 0.199
H -25.113 -7.601 -20.063 0.353
H -26.861 -5.106 -19.632 -0.402
H -26.032 -5.949 -18.342 0.139
H -27.298 -6.759 -19.285 0.432
H -26.361 -6.583 -24.017 0.389
H -25.670 -4.972 -24.319 0.228
H -27.330 -5.097 -23.846 0.160
```

Values from the calculation:
charge = -1
Kohn-Sham gap = 8.59 eV
highest occupied orbital energy = -6.90 eV
relative energy (zero: lowest compared OMol25 entry of this formula, charge and spin) = 0.0 kcal per mole